One molecule with the formula C19H22N2O4 in a non-equilibrium geometry, computed with ωB97M-V/def2-TZVPD.

The geometry in XYZ format:
```
47
Properties=species:S:1:pos:R:3:forces:R:3:lowdin_charge:R:1
C -3.448924 -3.793544 -1.658769 1.3 -4.6 -1.6 -0.0566
C -2.280465 -3.184446 -0.864443 -3.0 -3.7 -2.2 -0.3264
O -2.923299 -2.126436 -0.476340 -0.7 8.6 4.9 -0.0388
C -2.166262 -1.288656 0.424585 0.3 0.3 -2.0 -0.3374
O -1.050478 -1.632507 0.755295 -1.0 0.1 0.1 0.0897
C -2.797637 0.089809 0.749479 -1.4 -2.4 5.6 -0.1642
C -3.453859 0.867826 -0.396556 0.1 0.2 2.8 -0.1042
C -3.832608 2.445562 0.186866 3.2 -4.4 -1.7 -0.0638
C -2.479009 3.115051 0.579139 -5.2 -4.6 8.1 -0.0887
N -1.421438 2.091620 0.678370 -10.2 -2.4 8.3 -0.0880
C -0.310088 2.226135 0.298880 12.4 2.2 -5.7 -0.1146
C 1.011974 1.397600 0.108562 -6.0 12.2 -2.1 -0.1100
N 1.276025 0.246524 0.478643 8.6 0.3 -1.2 0.1291
C 2.643771 -0.246537 0.237725 -15.1 -10.9 5.1 -0.2208
C 2.510522 -1.683270 0.647704 2.1 -0.5 -3.6 0.0486
C 3.679412 -2.439626 0.385514 -3.3 5.7 2.1 -0.0992
C 4.796841 -1.688545 0.352858 7.3 0.1 -2.9 -0.0836
C 4.920683 -0.298315 0.024980 -0.2 -3.5 2.4 -0.1660
C 6.295718 0.323742 -0.328220 -3.1 -3.6 7.8 0.0163
C 3.673871 0.347959 0.201944 13.1 11.4 -5.4 -0.0522
C 1.585746 2.564151 -0.675878 -0.5 1.6 1.6 -0.3007
O 2.689819 2.912790 -1.020605 0.8 -0.5 -0.9 0.0005
C 0.307058 3.579377 -0.596601 0.7 -7.2 0.6 -0.1761
O -0.217221 4.362003 -1.311085 -0.1 1.2 0.4 0.0927
C -1.785004 1.003480 1.889884 -3.0 0.8 -8.0 0.1399
H -4.503943 -3.927356 -1.237536 2.0 -0.2 0.4 0.1036
H -2.975818 -4.793117 -2.167206 -1.7 1.8 1.3 0.1262
H -3.666532 -3.229803 -2.516542 0.1 1.3 -1.2 0.0361
H -2.010557 -3.745493 -0.055528 1.0 -2.0 2.0 0.1008
H -1.466244 -2.987596 -1.452569 2.2 0.4 -1.7 0.1101
H -3.624265 -0.386498 1.577923 1.5 1.5 -2.3 0.1955
H -2.643110 0.869766 -1.130005 -0.8 0.5 -0.6 0.1183
H -4.375028 0.267081 -0.637858 1.0 1.0 -0.4 0.1289
H -4.545263 2.263080 0.926549 -1.0 0.1 1.4 0.0732
H -4.287410 2.590905 -0.733201 -0.9 2.3 -1.5 0.0684
H -2.115994 3.615281 -0.105503 2.7 6.2 -6.4 0.0014
H -2.818729 3.710167 1.674584 1.9 -1.4 -3.1 0.2033
H 0.578213 -0.288405 0.649165 -5.1 -5.3 1.4 0.0200
H 1.577303 -2.260804 0.615211 0.0 0.8 0.4 0.1014
H 3.733820 -3.390373 0.600715 0.1 -5.1 0.6 0.0468
H 5.873342 -2.380784 0.225904 -3.0 2.1 0.5 0.1702
H 6.031482 1.077706 -0.789122 -1.8 7.7 -5.0 -0.0154
H 6.794209 0.637425 0.578128 0.4 -0.2 0.2 0.1038
H 6.767637 -0.330443 -0.859856 3.2 -3.7 -3.1 0.0218
H 3.744903 1.529354 -0.398833 -0.8 -3.0 2.5 0.2139
H -0.916202 0.466620 1.939340 1.9 -1.2 1.5 0.0514
H -2.376961 1.501550 2.624315 0.2 0.0 0.7 0.0948
```
Forces are in eV/Å.

The calculation puts the total energy at -1147.12717 hartree. For the LUMO energy, the calculation gives 0.276 eV. The relative energy (zero: lowest compared OMol25 entry of this formula, charge and spin) is 17.316 eV. The HOMO energy comes out at -0.245 hartree. As for the charge: 0. The SMILES is CCOC(=O)[C@@H]1CCCN(c2c(Nc3cccc(C)c3)c(=O)c2=O)C1.